(1)
Entry from the OMol25 dataset: 7 unconnected molecules or ions with the total composition C34H89N7O10 in a non-equilibrium geometry (ωB97M-V/def2-TZVPD).

Summary:
* energy above the lowest of the compared OMol25 structures with the same formula, charge and spin: 5.996 eV
* spin multiplicity: 1
* Kohn-Sham gap: 0.3185 Ha
* net charge: 0

```
140
Properties=species:S:1:pos:R:3:mulliken_charge:R:1
C 5.90 -10.58 -3.55 -0.776
O 4.65 -11.22 -3.30 -0.333
C 4.22 -11.08 -1.94 -0.777
C 2.71 -11.24 -1.86 0.872
C 1.77 -10.41 -2.63 -1.578
N 2.35 -10.99 -0.41 -0.745
H 6.29 -10.99 -4.48 0.261
H 6.70 -10.79 -2.84 0.322
H 5.76 -9.51 -3.69 0.313
H 4.64 -11.90 -1.35 0.295
H 4.63 -10.21 -1.42 0.451
H 2.42 -12.24 -2.17 0.136
H 0.76 -10.82 -2.60 0.358
H 2.18 -10.30 -3.64 0.343
H 1.77 -9.36 -2.31 0.390
H 1.38 -11.11 -0.14 0.252
H 2.87 -11.70 0.07 0.216
C -4.23 -8.92 4.42 -0.708
O -4.44 -8.57 3.02 -0.318
C -5.44 -7.61 2.67 -0.763
C -6.20 -8.09 1.38 0.566
C -5.31 -8.23 0.15 -1.338
N -7.39 -7.35 1.14 -0.771
H -4.45 -8.13 5.14 0.319
H -3.22 -9.35 4.44 0.240
H -4.85 -9.79 4.64 0.280
H -6.15 -7.53 3.50 0.382
H -5.09 -6.59 2.52 0.271
H -6.63 -9.05 1.65 0.231
H -4.26 -8.04 0.37 0.306
H -5.55 -7.52 -0.64 0.423
H -5.51 -9.12 -0.45 0.327
H -7.57 -7.48 0.16 0.248
H -8.14 -7.88 1.57 0.305
C 5.17 13.90 3.89 -0.757
O 4.87 14.21 5.27 -0.388
C 3.69 13.62 5.82 -0.783
C 3.92 12.20 6.37 0.780
C 3.52 11.10 5.39 -1.470
N 3.12 12.02 7.50 -0.681
H 4.43 13.51 3.19 0.332
H 5.88 13.08 3.94 0.290
H 5.54 14.79 3.38 0.268
H 3.26 14.39 6.47 0.377
H 2.88 13.65 5.09 0.353
H 4.97 12.10 6.63 0.173
H 3.44 10.11 5.85 0.374
H 4.20 11.04 4.54 0.313
H 2.58 11.28 4.88 0.387
H 3.38 12.51 8.35 0.228
H 3.08 11.03 7.70 0.204
C 8.21 -5.42 3.81 -0.785
O 7.33 -4.50 4.52 -0.331
C 6.47 -3.74 3.69 -0.740
C 5.79 -2.58 4.43 0.401
C 6.86 -1.45 4.58 -1.369
N 5.26 -2.92 5.77 -0.802
H 8.94 -4.77 3.33 0.318
H 7.78 -6.07 3.05 0.306
H 8.70 -6.02 4.57 0.246
H 6.87 -3.36 2.75 0.409
H 5.70 -4.45 3.40 0.379
H 5.03 -2.12 3.81 0.357
H 7.81 -1.79 5.00 0.248
H 6.43 -0.75 5.30 0.396
H 6.96 -1.02 3.58 0.375
H 5.99 -3.44 6.24 0.315
H 4.71 -3.76 5.68 0.276
C 1.44 2.89 2.32 -0.653
O 1.35 3.90 1.40 -0.421
C 1.65 3.43 0.09 -0.223
C 3.06 2.75 -0.09 -0.814
N 2.93 1.28 0.15 -0.299
C 2.20 0.58 -0.98 -0.536
C 1.86 -0.97 -0.66 -0.626
O 1.12 -1.10 0.53 -0.287
C 0.81 -2.46 0.91 -0.779
H 0.90 3.34 3.14 0.267
H 2.49 2.75 2.58 0.237
H 0.90 1.99 2.00 0.256
H 1.38 4.28 -0.53 0.431
H 0.88 2.74 -0.22 0.199
H 3.75 3.03 0.70 0.461
H 3.39 3.10 -1.07 0.285
H 2.66 0.94 1.06 0.312
H 2.93 0.47 -1.78 0.283
H 1.28 1.09 -1.28 0.290
H 2.79 -1.54 -0.69 0.400
H 1.20 -1.30 -1.47 0.360
H -0.16 -2.86 0.60 0.276
H 0.83 -2.55 2.00 0.267
H 1.60 -3.15 0.64 0.314
C -5.60 1.71 -0.32 -0.811
O -6.05 2.92 0.17 -0.228
C -6.87 2.88 1.35 -0.540
C -6.14 3.54 2.56 -0.820
N -5.77 4.89 2.46 -0.265
C -4.82 5.36 1.43 -0.574
C -5.48 6.16 0.29 -0.464
O -5.94 7.50 0.65 -0.334
C -6.51 8.33 -0.37 -0.764
H -5.38 1.89 -1.38 0.261
H -6.43 1.01 -0.41 0.332
H -4.82 1.32 0.34 0.288
H -7.31 1.94 1.68 0.497
H -7.72 3.48 1.04 0.299
H -5.30 2.91 2.84 0.332
H -6.77 3.56 3.45 0.405
H -6.65 5.37 2.34 0.222
H -4.35 4.49 0.97 0.215
H -4.01 5.97 1.83 0.394
H -6.25 5.54 -0.17 0.358
H -4.67 6.28 -0.42 0.327
H -6.70 9.26 0.16 0.275
H -7.50 7.90 -0.50 0.306
H -6.06 8.57 -1.34 0.291
C -2.06 5.22 -7.38 -0.854
O -2.78 3.99 -7.47 -0.283
C -3.12 3.62 -8.79 -0.692
C -3.59 2.13 -8.73 -0.653
N -2.40 1.33 -8.39 -0.279
C -2.80 0.07 -7.78 -0.506
C -1.57 -0.81 -7.32 -0.597
O -1.22 -1.78 -8.45 -0.324
C 0.02 -2.35 -8.25 -0.709
H -1.19 5.29 -8.03 0.352
H -1.70 5.63 -6.43 0.279
H -2.62 5.97 -7.95 0.334
H -2.33 3.47 -9.53 0.356
H -3.92 4.22 -9.21 0.449
H -3.85 1.80 -9.74 0.323
H -4.46 2.00 -8.09 0.400
H -1.61 1.75 -7.91 0.251
H -3.22 -0.68 -8.44 0.242
H -3.43 0.34 -6.93 0.397
H -1.81 -1.57 -6.58 0.358
H -0.77 -0.14 -6.99 0.335
H 0.04 -3.11 -7.47 0.277
H 0.88 -1.69 -8.13 0.291
H 0.05 -2.84 -9.23 0.250
```

=====

(2)
Entry from the OMol25 dataset: 15 unconnected molecules or ions with the total composition C34H90F6O17 in a non-equilibrium geometry (ωB97M-V/def2-TZVPD).

Summary:
* spin multiplicity: 1
* Kohn-Sham gap: 0.1536 Ha
* net charge: -2

```
147
Properties=species:S:1:pos:R:3:mulliken_charge:R:1
C -12.51 -6.84 -0.32 -0.085
O -11.18 -6.22 -0.35 -0.205
O -12.36 -8.00 -1.08 -0.901
C -13.07 -7.03 1.12 0.776
F -13.39 -5.88 1.67 -0.283
F -14.21 -7.66 1.13 -0.287
F -12.25 -7.71 1.95 -0.288
C -10.94 -4.99 0.28 -0.169
C -9.43 -4.67 0.14 -1.206
H -9.13 -3.89 0.84 0.363
H -8.82 -5.56 0.30 0.327
H -9.15 -4.35 -0.87 0.269
H -11.22 -4.93 1.33 0.249
H -11.52 -4.18 -0.16 0.260
H -13.15 -6.17 -0.90 0.180
C -0.38 -1.75 -0.52 -0.226
O 0.44 -0.62 -0.86 -0.239
O -0.38 -2.46 -1.73 -0.903
C 0.19 -2.36 0.83 0.789
F -0.54 -3.36 1.33 -0.294
F 1.45 -2.79 0.66 -0.281
F 0.20 -1.45 1.79 -0.290
C -0.14 0.69 -0.61 -0.146
C 0.88 1.77 -1.06 -1.212
H 0.46 2.76 -1.18 0.379
H 1.77 1.88 -0.44 0.266
H 1.21 1.52 -2.07 0.304
H -0.45 0.81 0.43 0.289
H -1.04 0.84 -1.20 0.284
H -1.41 -1.46 -0.27 0.280
C 7.14 4.69 -5.60 -1.049
C 7.16 5.01 -7.09 -0.212
O 5.88 5.00 -7.61 -0.494
H 8.13 4.72 -5.15 0.307
H 6.84 3.64 -5.57 0.269
H 6.46 5.35 -5.08 0.347
H 7.83 4.37 -7.67 0.313
H 7.59 6.01 -7.05 0.223
H 5.36 5.55 -7.03 0.294
C 3.96 11.05 -7.88 -1.124
C 2.53 10.64 -7.48 -0.127
O 2.65 9.44 -6.79 -0.509
H 4.19 12.10 -8.06 0.357
H 4.45 10.57 -8.73 0.299
H 4.60 10.90 -7.01 0.294
H 1.88 10.74 -8.35 0.282
H 2.18 11.31 -6.70 0.232
H 1.77 9.13 -6.58 0.297
C -3.05 10.94 -0.99 -1.032
C -4.50 11.29 -1.18 -0.180
O -5.05 10.33 -2.07 -0.514
H -2.66 11.19 -1.98 0.243
H -2.91 9.87 -0.87 0.297
H -2.51 11.46 -0.20 0.338
H -4.64 12.34 -1.44 0.276
H -5.00 11.07 -0.24 0.272
H -5.99 10.49 -2.05 0.300
C -0.58 -9.92 7.86 -0.993
C -1.19 -11.27 7.72 -0.145
O -0.95 -12.13 8.81 -0.534
H -0.76 -9.39 8.79 0.295
H -0.90 -9.16 7.14 0.335
H 0.51 -9.97 7.81 0.256
H -0.86 -11.78 6.82 0.261
H -2.27 -11.16 7.65 0.221
H -0.23 -12.74 8.64 0.303
C 9.12 -7.95 3.69 -0.924
C 8.68 -6.77 2.78 -0.206
O 8.97 -7.08 1.38 -0.528
H 8.97 -7.77 4.76 0.313
H 10.19 -8.05 3.56 0.276
H 8.66 -8.89 3.39 0.262
H 9.27 -5.89 3.02 0.235
H 7.60 -6.59 2.86 0.285
H 9.92 -7.11 1.21 0.286
C -3.86 5.90 3.84 -0.890
C -4.07 5.04 5.09 -0.271
O -3.62 5.72 6.23 -0.513
H -4.20 5.41 2.93 0.324
H -2.80 6.11 3.73 0.241
H -4.35 6.88 3.89 0.285
H -3.50 4.14 4.88 0.241
H -5.09 4.71 5.32 0.286
H -4.30 6.33 6.53 0.298
C 4.52 9.24 0.63 -0.958
C 4.78 10.55 -0.14 -0.230
O 4.84 11.67 0.68 -0.516
H 5.09 9.28 1.55 0.283
H 4.94 8.39 0.09 0.320
H 3.46 9.17 0.87 0.261
H 4.05 10.63 -0.95 0.272
H 5.73 10.48 -0.67 0.271
H 5.04 12.44 0.14 0.298
C -6.08 -0.12 -7.75 -0.996
C -4.92 -0.35 -6.77 -0.236
O -4.45 -1.63 -6.87 -0.525
H -6.55 0.82 -7.46 0.333
H -6.86 -0.84 -7.53 0.280
H -5.73 -0.17 -8.78 0.272
H -5.31 -0.18 -5.76 0.280
H -4.11 0.36 -6.91 0.267
H -3.98 -1.85 -6.07 0.324
C 2.67 -11.28 1.95 -1.078
C 2.28 -12.14 0.78 -0.134
O 2.20 -11.31 -0.38 -0.510
H 3.57 -10.69 1.83 0.300
H 2.90 -11.90 2.81 0.344
H 1.86 -10.63 2.28 0.282
H 1.33 -12.66 0.87 0.267
H 3.04 -12.92 0.70 0.239
H 2.06 -11.88 -1.14 0.289
C 2.28 3.22 5.18 -0.899
C 1.97 3.02 6.66 -0.253
O 1.57 4.24 7.26 -0.508
H 3.11 3.89 4.96 0.257
H 1.39 3.62 4.69 0.267
H 2.51 2.27 4.71 0.316
H 2.90 2.75 7.16 0.261
H 1.21 2.24 6.72 0.260
H 0.68 4.40 6.95 0.300
C -4.55 -2.55 7.58 -1.096
C -5.20 -3.73 8.31 -0.121
O -6.54 -3.42 8.40 -0.513
H -4.68 -1.57 8.04 0.291
H -4.91 -2.41 6.56 0.302
H -3.48 -2.75 7.49 0.338
H -4.80 -3.82 9.32 0.234
H -5.09 -4.67 7.77 0.273
H -7.01 -4.18 8.75 0.292
C 3.16 -0.90 -9.48 -1.070
C 2.12 -0.95 -8.37 -0.136
O 1.99 -2.29 -7.94 -0.533
H 4.17 -1.19 -9.19 0.284
H 3.20 0.05 -10.02 0.351
H 2.87 -1.59 -10.27 0.284
H 1.17 -0.55 -8.73 0.239
H 2.41 -0.27 -7.57 0.270
H 1.42 -2.38 -7.17 0.312
C 8.49 -0.36 0.15 -1.010
C 6.96 -0.67 0.23 -0.157
O 6.45 -0.87 -1.06 -0.534
H 8.67 0.49 -0.51 0.276
H 9.07 -1.22 -0.18 0.273
H 8.91 -0.12 1.13 0.334
H 6.34 0.18 0.54 0.255
H 6.78 -1.47 0.95 0.243
H 5.51 -0.70 -1.08 0.319
```

=====

(3)
Entry from the OMol25 dataset: 8 unconnected molecules or ions with the total composition C34H90N6O10 in a non-equilibrium geometry (ωB97M-V/def2-TZVPD).

Summary:
* energy above the lowest of the compared OMol25 structures with the same formula, charge and spin: 0.000 eV
* spin multiplicity: 2
* ⟨S²⟩: 0.759
* Kohn-Sham gap (alpha / beta): 0.3417 / 0.1342 Ha
* net charge: +1

```
140
Properties=species:S:1:pos:R:3:mulliken_charge:R:1
C 16.47 -19.97 -8.76 -0.660
C 15.61 -19.49 -9.93 0.311
C 14.14 -19.19 -9.41 -1.050
O 16.18 -18.32 -10.45 -0.605
H 17.37 -20.53 -9.03 0.334
H 15.89 -20.62 -8.12 0.305
H 16.67 -19.12 -8.10 -0.204
H 15.52 -20.29 -10.66 0.387
H 13.45 -19.08 -10.25 0.309
H 14.15 -18.22 -8.90 0.094
H 13.71 -19.96 -8.78 0.366
H 16.28 -17.68 -9.73 0.361
C 17.27 -19.47 -2.53 -1.466
C 17.04 -18.48 -3.63 2.471
C 16.86 -19.18 -4.99 -1.242
O 15.88 -17.70 -3.42 0.255
H 17.41 -18.89 -1.62 0.132
H 18.17 -20.07 -2.69 0.858
H 16.52 -20.23 -2.31 -0.835
H 17.97 -17.90 -3.61 -0.303
H 15.80 -19.26 -5.24 0.345
H 17.12 -20.24 -4.99 0.461
H 17.45 -18.69 -5.77 -0.264
H 15.94 -16.96 -4.04 -0.468
C 12.24 -16.80 -3.66 -0.641
O 11.96 -17.63 -2.58 -0.430
C 12.54 -18.94 -2.71 -0.495
C 12.97 -19.48 -1.35 -0.474
N 14.30 -18.89 -1.00 0.861
C 14.16 -17.66 -0.23 -0.959
C 15.55 -16.89 -0.05 0.765
O 15.61 -15.66 0.69 -0.410
C 15.19 -15.73 2.04 -0.775
H 11.72 -15.85 -3.60 0.358
H 11.93 -17.14 -4.65 0.411
H 13.26 -16.42 -3.70 0.085
H 13.34 -19.01 -3.44 0.195
H 11.77 -19.58 -3.13 0.525
H 13.10 -20.56 -1.37 -0.067
H 12.22 -19.33 -0.57 0.485
H 14.75 -18.57 -1.84 -0.830
H 13.74 -17.88 0.75 0.726
H 13.53 -16.97 -0.79 0.376
H 16.02 -16.78 -1.02 -0.845
H 16.21 -17.52 0.54 0.254
H 14.21 -16.22 2.08 0.323
H 14.95 -14.71 2.35 0.333
H 15.83 -16.17 2.80 0.261
C 19.48 -16.93 -6.29 -0.945
O 18.43 -16.25 -6.98 0.025
C 18.56 -16.34 -8.37 -0.875
C 17.49 -15.49 -9.15 -0.751
N 16.11 -15.97 -8.87 -0.040
C 15.13 -15.02 -9.43 -1.098
C 14.96 -13.68 -8.66 -0.710
O 14.85 -13.89 -7.32 -0.240
C 14.03 -13.03 -6.65 -1.009
H 19.18 -17.07 -5.26 0.110
H 20.40 -16.35 -6.21 0.324
H 19.72 -17.93 -6.65 0.393
H 18.62 -17.38 -8.69 0.528
H 19.50 -15.80 -8.52 0.365
H 17.78 -15.56 -10.20 0.425
H 17.50 -14.42 -8.94 0.543
H 16.13 -16.00 -7.86 -0.227
H 14.18 -15.54 -9.55 0.360
H 15.45 -14.75 -10.43 0.505
H 14.07 -13.22 -9.10 0.444
H 15.81 -13.01 -8.79 0.390
H 14.46 -12.03 -6.63 0.352
H 13.88 -13.38 -5.63 0.217
H 13.04 -12.89 -7.08 0.444
C 14.68 -22.18 -3.95 -1.299
C 14.80 -23.45 -3.13 0.330
C 16.23 -23.90 -2.67 -0.204
O 17.18 -24.18 -3.70 -0.430
C 18.49 -24.22 -3.15 -0.658
N 14.02 -23.21 -1.97 -0.631
H 15.19 -22.37 -4.90 0.431
H 15.11 -21.30 -3.48 -0.133
H 13.65 -21.90 -4.16 0.482
H 14.42 -24.26 -3.75 0.454
H 16.16 -24.80 -2.06 0.544
H 16.64 -23.17 -1.97 -0.253
H 18.51 -24.72 -2.18 0.324
H 18.84 -23.19 -3.04 0.160
H 19.07 -24.73 -3.92 0.332
H 13.89 -24.12 -1.56 0.224
H 13.10 -22.83 -2.13 0.198
C 17.63 -14.84 -3.42 -0.690
C 16.72 -14.37 -4.51 0.302
C 17.48 -13.35 -5.39 -0.507
O 17.76 -12.15 -4.66 -0.454
C 18.52 -11.23 -5.42 -0.747
N 16.21 -15.53 -5.22 0.875
H 17.91 -14.00 -2.79 0.672
H 18.51 -15.26 -3.90 0.137
H 17.24 -15.59 -2.72 -0.623
H 15.87 -13.82 -4.11 0.578
H 16.86 -13.11 -6.26 0.303
H 18.39 -13.83 -5.76 0.282
H 17.81 -11.01 -6.22 0.300
H 19.32 -11.69 -5.98 0.284
H 18.78 -10.32 -4.89 0.298
H 15.64 -15.11 -5.94 0.173
H 16.94 -15.95 -5.78 -0.354
C 16.34 -20.57 2.00 -1.471
C 16.44 -21.53 0.79 2.177
C 17.31 -22.77 1.08 -0.594
O 18.67 -22.48 1.45 -0.403
C 19.51 -22.19 0.34 -0.093
N 15.10 -21.88 0.47 -0.239
H 15.62 -19.78 1.80 0.385
H 17.26 -20.02 2.22 0.323
H 16.00 -21.11 2.88 0.330
H 16.81 -21.08 -0.13 -0.954
H 17.29 -23.44 0.22 0.158
H 16.88 -23.31 1.93 0.414
H 19.85 -23.03 -0.26 0.233
H 20.33 -21.60 0.73 0.308
H 18.94 -21.45 -0.23 -0.195
H 14.95 -22.30 -0.43 0.182
H 14.56 -21.03 0.41 0.260
C 24.88 -15.51 -0.87 -1.403
C 23.89 -16.70 -0.83 0.372
C 22.43 -16.20 -1.04 -0.619
O 21.48 -17.22 -0.76 -0.305
C 20.17 -16.87 -0.63 -0.432
N 24.34 -17.62 -1.93 -0.714
H 24.61 -14.75 -0.13 0.382
H 24.93 -15.02 -1.84 0.325
H 25.88 -15.81 -0.58 0.358
H 24.03 -17.15 0.15 0.306
H 22.32 -15.93 -2.09 0.179
H 22.15 -15.36 -0.40 0.388
H 19.72 -16.33 -1.46 0.078
H 20.10 -16.18 0.21 0.464
H 19.60 -17.79 -0.48 0.101
H 23.71 -18.41 -1.91 0.287
H 24.22 -17.10 -2.79 0.259
```